(1)
Molecular formula: C8H10N2O2
Method: DFT, ωB97M-V/def2-TZVPD

XYZ file:
```
22
Properties=species:S:1:pos:R:3:forces:R:3
C -0.85013 1.94058 -2.64139 -4.70 -2.24 -0.73
C -0.05219 0.87306 -1.99333 0.02 -1.38 -0.26
O 0.83099 0.44854 -2.74393 0.68 -0.39 0.30
C -0.28913 0.30288 -0.62037 -0.83 2.25 -2.24
C -1.53033 0.71656 0.19282 2.24 -1.54 -0.24
C 0.65981 -0.52810 -0.19668 0.91 -0.71 -0.01
O 1.65539 -1.04032 -0.91934 0.60 -0.06 -0.06
N 0.69151 -1.01954 1.11189 0.48 -0.57 0.93
C 0.48413 -0.37804 2.34287 -0.69 -0.13 -1.30
C 0.71882 -1.31055 3.28554 0.70 -0.66 1.78
N 1.18242 -2.50623 2.70106 -0.50 0.51 0.28
C 1.13969 -2.28429 1.43002 0.33 -0.31 -2.10
H -0.40139 2.80795 -2.43956 2.17 3.64 0.30
H -1.87255 2.12633 -2.16156 1.16 -0.57 -0.77
H -1.01211 1.77797 -3.76897 0.58 0.16 1.91
H -1.09952 1.21148 1.06924 -1.23 0.14 -0.09
H -1.98317 -0.26660 0.40564 -0.38 0.80 0.52
H -2.15805 1.32840 -0.42080 -0.41 0.32 0.14
H 1.73515 -0.67608 -1.85891 -1.10 0.21 1.03
H 0.07445 0.60705 2.28718 0.18 0.21 0.71
H 0.65631 -1.23228 4.41736 0.05 0.00 -1.87
H 1.41990 -2.89875 0.52122 -0.25 0.32 1.79
```
Positions in Å, forces in eV/Å.

charge: 0
electronic energy: -15532.018 eV
ΔE to the lowest compared entry with this formula, charge and spin: 1.9910 eV
frontier orbital gap: 9.4 eV

Here is what natural (NBO) gives for the atomic charges, in e: -0.69 0.56 -0.62 -0.27 -0.61 0.58 -0.68 -0.41 -0.10 -0.09 -0.45 0.21 0.23 0.21 0.25 0.21 0.23 0.22 0.54 0.22 0.22 0.22

(2)
Molecular formula: C8H10N2O2S
Method: DFT, ωB97M-V/def2-TZVPD

XYZ file:
```
23
Properties=species:S:1:pos:R:3:forces:R:3
C -2.71656 1.67814 0.97624 0.10 -0.05 -0.02
C -3.16524 1.24835 -0.26407 0.01 0.00 0.04
C -1.42498 1.35956 1.36278 -0.21 0.02 -0.10
C -2.30427 0.51284 -1.06274 -0.38 0.07 -0.12
C -0.66896 0.62618 0.46952 3.86 -0.45 1.42
C 1.95461 -0.13732 -1.16127 0.04 0.40 0.32
C 1.01162 0.27079 0.91546 -3.75 0.70 -1.67
C 1.50038 -0.92195 0.09398 -0.18 -0.62 -0.06
N -1.06557 0.20510 -0.70254 0.20 -0.20 -0.07
N 2.55188 -1.61197 0.80033 0.21 -0.09 0.26
O 3.38479 1.45086 0.47501 0.15 -0.24 0.15
O 1.45259 2.53271 -0.60572 -0.18 -0.09 -0.05
S 2.07068 1.34100 -0.10284 -0.12 -0.05 -0.18
H -3.35645 2.25468 1.62802 -0.06 0.03 0.03
H -4.16438 1.48103 -0.59867 -0.05 -0.01 -0.08
H -1.02317 1.66876 2.31418 0.06 0.04 0.06
H -2.61015 0.15403 -2.03603 -0.11 0.01 -0.07
H 2.87856 -0.47400 -1.62007 0.12 0.13 0.04
H 1.16181 -0.00608 -1.88660 -0.15 0.10 -0.06
H 1.10442 0.22598 1.99121 0.20 0.17 0.13
H 0.70026 -1.63512 -0.12970 0.06 0.25 -0.01
H 3.29222 -0.95699 1.03106 0.12 -0.10 0.01
H 2.94649 -2.34818 0.22922 0.04 -0.01 0.01
```
Positions in Å, forces in eV/Å.

charge: 0
electronic energy: -26367.088 eV
ΔE to the lowest compared entry with this formula, charge and spin: 2.1790 eV
frontier orbital gap: 10.3 eV

Here is what natural (NBO) gives for the atomic charges, in e: -0.15 -0.26 -0.26 0.05 0.27 -0.67 -0.49 -0.09 -0.47 -0.83 -0.94 -0.92 2.16 0.22 0.22 0.23 0.20 0.24 0.26 0.25 0.23 0.37 0.36

(3)
Molecular formula: C8H10N2OS
Method: DFT, ωB97M-V/def2-TZVPD

XYZ file:
```
22
Properties=species:S:1:pos:R:3:forces:R:3
C 2.83735 1.64472 -0.38735 -0.22 0.28 -0.08
C 2.71737 0.81713 0.72530 2.79 2.83 2.00
C 1.72502 -0.05691 0.79068 -2.20 -2.62 0.91
C 0.88261 -0.25716 -0.27134 -0.84 1.51 -3.29
C -0.06020 -1.36982 -0.35353 -0.54 -1.05 0.83
N -0.41311 -2.15516 0.58330 0.53 1.13 2.03
N -1.41595 -3.02294 0.19065 -0.93 -0.12 -0.62
C -1.70254 -2.59249 -1.19909 -1.09 -1.50 -1.15
O -0.66233 -1.63948 -1.53767 -1.38 -0.51 -0.38
C 0.90966 0.66505 -1.36871 0.20 -1.01 -0.18
C 1.93137 1.64735 -1.40621 -1.84 -1.58 -1.42
H 3.57376 2.37909 -0.48468 1.43 0.83 0.38
H 3.37884 1.05264 1.64455 -1.03 -0.71 -1.72
H 1.41347 -0.69691 1.60734 0.91 0.07 0.55
H -2.25155 -3.06148 0.86914 2.01 0.51 -1.51
H -1.77267 -3.44256 -1.95650 1.13 0.81 0.95
H -2.71794 -2.21183 -1.32171 0.02 0.98 0.30
H 0.22473 0.51703 -2.25374 0.80 0.23 1.26
H 1.99346 2.23049 -2.35167 0.21 -0.09 1.17
S -3.10343 2.23483 1.02452 -0.46 -1.09 -0.94
H -2.78110 1.01737 0.42590 -0.17 1.14 0.61
H -1.97511 2.31302 1.69171 0.67 -0.07 0.31
```
Positions in Å, forces in eV/Å.

charge: 0
electronic energy: -24318.757 eV
ΔE to the lowest compared entry with this formula, charge and spin: 2.1071 eV
frontier orbital gap: 8.7 eV

Here is what natural (NBO) gives for the atomic charges, in e: -0.20 -0.21 -0.19 -0.12 0.46 -0.30 -0.47 0.06 -0.49 -0.16 -0.22 0.21 0.22 0.24 0.38 0.17 0.15 0.23 0.22 -0.29 0.15 0.14

(4)
Molecular formula: C8H10N2OYb
Method: DFT, ωB97M-V/def2-TZVPD

XYZ file:
```
22
Properties=species:S:1:pos:R:3:forces:R:3
C -0.44506 1.15573 -2.15038 0.44 0.52 0.26
C 0.95139 1.26938 -1.90544 -0.64 0.19 0.30
C 1.13384 2.10760 -0.76987 -0.36 -0.31 0.01
C -0.15308 2.52342 -0.31992 0.10 -0.47 0.00
C -1.12910 1.93714 -1.17770 0.43 -0.34 0.03
Yb -0.17170 -0.26576 0.32815 0.63 4.73 -0.60
N -1.59904 -1.40028 -0.82719 1.20 -1.17 1.35
C -0.32610 -2.27903 -0.38782 -2.83 -4.40 -1.49
C 0.99857 -1.81490 -0.76834 1.60 1.89 0.20
H 2.09038 2.40634 -0.34898 -0.22 -0.07 -0.03
H 1.74159 0.81895 -2.50179 -0.21 0.03 0.25
H -0.35063 3.18763 0.51711 0.03 -0.08 -0.16
H -2.20529 2.07753 -1.12034 0.22 -0.05 0.03
H -0.90316 0.58665 -2.95420 0.08 0.05 0.33
H 1.19543 -1.68009 -1.82136 0.03 -0.28 -0.17
H -0.35125 -2.45122 0.71724 0.03 -0.20 -0.16
H -2.38156 -1.90976 -0.38596 0.42 0.17 -0.38
H 1.79804 -2.23919 -0.16954 0.10 -0.28 -0.18
H -0.41686 -3.27598 -0.84244 -0.79 0.03 0.45
O -0.02861 0.05049 4.79758 0.13 -0.19 -0.16
C 0.17348 -0.25646 3.66386 0.11 -0.10 -1.26
N 0.37871 -0.54830 2.50984 -0.51 0.35 1.39
```
Positions in Å, forces in eV/Å.

charge: -1
electronic energy: -45015.543 eV
ΔE to the lowest compared entry with this formula, charge and spin: 1.1632 eV
spin multiplicity: 2
frontier orbital gap (alpha / beta): 6.9 / 7.0 eV

Here is what natural (NBO) gives for the atomic charges, in e: -0.33 -0.32 -0.37 -0.38 -0.37 1.71 -1.07 -0.39 -0.94 0.21 0.21 0.21 0.21 0.22 0.21 0.18 0.33 0.21 0.22 -0.64 0.78 -0.92

(5)
Molecular formula: C8H10N2S
Method: DFT, ωB97M-V/def2-TZVPD

XYZ file:
```
21
Properties=species:S:1:pos:R:3:forces:R:3
C 2.12679 0.52339 -0.05258 1.62 0.81 0.38
C 0.03803 -2.50728 -0.03319 1.40 -0.96 3.13
C -1.26274 0.64412 -1.70420 -0.72 0.30 -1.60
C 1.09505 1.31577 0.09648 0.47 -2.23 -1.29
C -0.68907 -2.16724 -1.01609 -1.05 0.77 -2.21
C 1.95917 -1.02131 0.03196 -0.87 2.82 1.11
C 0.80695 -1.55059 0.87002 -1.07 0.70 -1.25
C -2.23737 2.09909 0.00662 -2.77 -1.66 1.47
N -0.10382 1.44249 0.29251 -1.16 0.70 1.00
N -1.14448 1.38231 -0.59409 -0.48 1.10 0.87
S -0.62997 -0.84161 -2.07839 0.16 -0.79 -0.92
H 3.12672 0.96528 -0.29686 -1.01 -0.64 0.22
H 0.23803 -3.55684 0.19014 -0.68 -0.02 0.13
H -1.99882 0.93496 -2.49657 0.71 0.37 1.08
H 1.68844 -1.19070 -0.97610 0.70 -1.15 -1.20
H 2.82661 -1.42400 0.47586 1.37 -0.63 -0.50
H 0.18021 -0.80160 1.37867 -0.03 0.04 -0.74
H 1.14580 -2.11871 1.66350 1.09 -1.20 1.66
H -3.07674 2.42293 -0.62330 0.65 -0.42 -0.55
H -1.86573 2.95519 0.48356 0.58 1.15 0.62
H -2.76601 1.46128 0.84461 1.09 0.95 -1.43
```
Positions in Å, forces in eV/Å.

charge: 0
electronic energy: -22265.611 eV
ΔE to the lowest compared entry with this formula, charge and spin: 7.3080 eV
frontier orbital gap (alpha / beta): 7.3 / 6.9 eV

Here is what natural (NBO) gives for the atomic charges, in e: -0.34 -0.27 -0.29 0.31 -0.27 -0.42 -0.44 -0.40 -0.27 -0.25 0.44 0.23 0.22 0.22 0.23 0.23 0.23 0.21 0.21 0.22 0.19

(6)
Molecular formula: C8H10N3O
Method: DFT, ωB97M-V/def2-TZVPD

XYZ file:
```
22
Properties=species:S:1:pos:R:3:forces:R:3
C 0.57813 -2.59344 2.14201 0.04 2.42 -2.21
C -0.47277 -2.69814 1.27459 -1.54 -0.37 0.30
C 1.16639 -1.35409 2.22950 -2.37 -0.04 0.26
C -1.01918 -1.55738 0.74505 -2.13 0.81 -2.58
C 0.61487 -0.20340 1.74433 -0.54 -1.86 -0.89
C -0.46815 -0.26129 0.90351 -0.54 -2.37 0.23
C -0.02034 1.02656 -2.25731 -0.41 3.11 -0.54
C -0.94054 0.89386 0.22412 -0.49 2.49 0.92
N -1.05439 2.07197 0.36927 -0.25 -2.66 -0.50
N -0.62371 2.16168 -2.55497 -2.32 0.66 -0.35
N 1.27141 0.97900 -2.02345 -0.80 1.81 -1.45
O -1.29675 3.22541 0.30795 0.11 0.92 -0.23
H 1.25167 -3.31872 2.30496 1.44 -3.32 1.45
H -0.99390 -3.62157 1.04886 0.35 -0.12 0.05
H 1.97395 -1.25089 2.82189 2.91 0.24 1.73
H -1.91297 -1.71572 0.02953 1.47 0.52 1.28
H 1.16467 0.62674 1.87392 1.49 3.21 0.50
H -0.70274 0.22121 -2.30511 0.06 -1.35 0.49
H -1.67637 2.27129 -2.56761 1.75 -0.95 -0.20
H -0.24533 3.09661 -2.55403 0.86 -0.17 0.17
H 1.53114 0.19632 -1.51642 1.55 -1.65 0.81
H 1.87491 1.80399 -2.24059 -0.63 -1.31 0.74
```
Positions in Å, forces in eV/Å.

charge: +1
electronic energy: -14965.561 eV
ΔE to the lowest compared entry with this formula, charge and spin: 3.7445 eV
frontier orbital gap: 8.5 eV

Here is what natural (NBO) gives for the atomic charges, in e: -0.17 -0.20 -0.18 -0.17 -0.17 -0.18 0.40 0.10 0.24 -0.72 -0.72 -0.33 0.22 0.23 0.21 0.22 0.21 0.25 0.45 0.43 0.43 0.44

(7)
Molecular formula: C8H10N3O2
Method: DFT, ωB97M-V/def2-TZVPD

XYZ file:
```
23
Properties=species:S:1:pos:R:3:forces:R:3
C -0.75980 -2.29735 -2.24993 0.91 1.55 -2.00
C -0.03046 -1.35652 -1.39804 -0.16 -0.71 1.74
C 1.18768 -1.59466 -0.63738 0.20 -1.66 -1.90
C 1.24766 -0.65662 0.27742 -0.23 2.37 1.18
C 2.20764 -0.30654 1.32456 2.07 1.39 -1.18
N 0.10069 0.25237 0.07463 2.01 -3.82 -1.64
C -0.20438 1.30760 0.78655 -0.69 2.72 0.69
O 0.33447 1.86292 1.69643 -0.63 -0.77 -0.78
N -1.48992 2.07771 0.23212 1.20 -1.89 0.32
C -1.93235 3.28240 0.94428 0.12 -1.22 2.10
C -2.22654 1.66260 -0.70037 -0.79 0.63 -2.06
O -2.96712 1.67942 -1.57480 0.56 -0.72 0.98
N -0.62808 -0.29762 -0.99143 -1.61 2.53 1.08
H -1.61806 -1.83291 -2.71618 -0.13 0.10 -0.05
H -0.05203 -2.57319 -3.00339 0.26 -0.30 -1.02
H -1.03214 -3.20848 -1.83769 -0.51 -1.50 1.51
H 1.94189 -2.38320 -0.87789 -0.92 0.83 0.58
H 3.06829 0.39273 0.88299 -2.03 -1.17 1.14
H 1.66821 0.12300 2.12984 0.00 0.87 0.71
H 2.70649 -1.13866 1.75107 0.47 -1.09 -0.02
H -2.70248 2.98760 1.68307 0.12 0.41 -0.65
H -1.06126 3.53895 1.52936 0.22 0.49 0.03
H -2.20921 4.02878 0.25989 -0.45 0.96 -0.76
```
Positions in Å, forces in eV/Å.

charge: +1
electronic energy: -17014.780 eV
ΔE to the lowest compared entry with this formula, charge and spin: 2.8527 eV
frontier orbital gap: 9.6 eV

Here is what natural (NBO) gives for the atomic charges, in e: -0.65 0.28 -0.29 0.24 -0.67 -0.30 0.86 -0.49 -0.51 -0.41 1.02 -0.31 -0.30 0.25 0.24 0.26 0.27 0.26 0.25 0.26 0.24 0.27 0.24

(8)
Molecular formula: C8H10N3OS
Method: DFT, ωB97M-V/def2-TZVPD

XYZ file:
```
23
Properties=species:S:1:pos:R:3:forces:R:3
C -1.46795 -0.70526 -1.81714 0.34 -0.36 -0.24
C -0.04161 -0.22305 0.39054 0.12 -0.74 -0.78
C 0.18899 -1.27747 -0.49157 -1.40 1.27 0.06
C -1.09023 0.64487 0.00682 0.20 -0.32 -0.23
C 1.02243 -0.32351 1.36304 -0.37 -0.40 -0.71
C 1.22773 0.53310 2.53737 0.31 0.08 0.30
C 2.51231 -2.35629 -1.38514 -1.05 0.04 1.43
C -2.67176 2.88758 -0.13847 0.12 0.03 0.08
N -0.46930 -1.56395 -1.58377 0.73 -0.62 0.25
N -1.76636 0.35226 -1.11017 -0.30 0.56 0.48
N 1.80238 -1.32048 1.07243 1.14 0.72 1.88
O 1.27852 -1.99269 -0.02296 0.80 -0.82 -3.10
S -1.45972 2.05028 0.91124 -0.07 0.22 0.24
H -2.06597 -0.89240 -2.69682 -0.05 -0.05 -0.09
H 0.40897 0.38315 3.24084 -0.04 -0.03 0.03
H 1.20851 1.58077 2.24087 0.07 0.04 -0.01
H 2.16865 0.29127 3.02405 0.01 0.06 0.05
H 2.84826 -3.32842 -1.04915 -0.10 0.02 0.13
H 1.83634 -2.34065 -2.22879 -0.18 0.06 0.04
H 3.21528 -1.54357 -1.26981 -0.14 0.19 0.19
H -3.50041 3.19798 0.49002 -0.02 -0.03 0.02
H -2.99680 2.19122 -0.90525 -0.07 0.08 0.03
H -2.18825 3.75526 -0.57820 -0.05 0.00 -0.05
```
Positions in Å, forces in eV/Å.

charge: +1
electronic energy: -25801.204 eV
ΔE to the lowest compared entry with this formula, charge and spin: 2.8829 eV
frontier orbital gap: 7.5 eV

Here is what natural (NBO) gives for the atomic charges, in e: 0.32 -0.26 0.52 0.13 0.28 -0.67 -0.06 -0.74 -0.49 -0.48 -0.12 -0.25 0.37 0.21 0.26 0.26 0.26 0.24 0.24 0.23 0.25 0.27 0.24